Record 1
Computed, not measured: a cluster of 2 separate species, C2H5NO3 in total, with the ωB97M-V functional and the def2-TZVPD basis.

Output
ΔE to the lowest compared entry with this formula, charge and spin = 208.71 kJ/mol
Orbital gap = 10.4271 eV
SMILES = NC=O.O=CO

Last column: Löwdin charge in e.
CARTESIAN COORDINATES (ANGSTROEM)
C 1.568 -0.032 -0.011  -0.351
N 1.377 -0.396 -1.331  0.052
O 1.289 -0.636 1.047  0.005
H 2.370 0.818 0.211  0.144
H 2.044 -0.835 -1.922  0.082
H 0.716 0.132 -1.894  0.072
O -1.019 0.587 -0.889  0.042
C -1.718 0.632 0.104  -0.319
O -1.607 -0.248 1.143  0.030
H -2.414 1.498 0.361  0.154
H -0.758 -0.063 1.587  0.091

Record 2
Computed, not measured: a structure of composition C49H58NOP2RuSi, with the ωB97M-V functional and the def2-TZVPD basis.

Output
Net charge = +1
Orbital gap (spin up / spin down) = 6.5870 / 6.5858 eV

Last column: Löwdin charge in e.
CARTESIAN COORDINATES (ANGSTROEM)
Ru 0.474 -0.681 0.960  1.072
C 4.089 -1.792 0.964  -0.105
C 3.193 -2.866 0.354  -0.518
C 4.026 -3.791 -0.531  -0.095
P 1.729 -2.096 -0.490  1.079
C 1.009 -3.462 -1.518  -0.479
C 1.617 -3.688 -2.902  -0.095
C -0.504 -3.305 -1.633  -0.118
C 2.449 -0.796 -1.500  -0.285
C 3.181 -0.962 -2.674  -0.075
C 3.534 0.126 -3.444  -0.055
C 3.100 1.384 -3.063  -0.039
C 2.440 1.569 -1.860  -0.040
C 2.190 0.492 -1.014  -0.263
N 1.623 0.653 0.302  -0.092
C 1.793 1.932 0.925  -0.295
C 2.891 2.743 0.650  -0.035
C 2.969 4.022 1.178  -0.045
C 1.974 4.504 2.013  -0.057
C 0.962 3.651 2.404  -0.066
C 0.876 2.360 1.892  -0.301
P 0.021 0.992 2.694  1.083
C -1.579 1.453 3.503  -0.528
C -1.555 2.472 4.643  -0.086
C -2.601 1.846 2.453  -0.104
C 1.152 0.929 4.196  -0.499
C 0.665 0.039 5.352  -0.103
C 2.608 0.626 3.867  -0.089
H 4.806 -2.253 1.645  0.092
H 3.533 -1.037 1.519  0.035
H 4.652 -1.277 0.183  0.086
H 2.760 -3.462 1.162  0.082
H 4.465 -3.241 -1.365  0.075
H 3.460 -4.633 -0.927  0.069
H 4.852 -4.198 0.053  0.090
H 1.234 -4.350 -0.913  0.104
H 1.488 -2.819 -3.548  0.058
H 1.096 -4.526 -3.368  0.093
H 2.674 -3.940 -2.868  0.061
H -0.758 -2.305 -1.953  0.016
H -1.015 -3.452 -0.688  0.045
H -0.899 -4.018 -2.358  0.101
H 3.439 -1.950 -3.020  0.090
H 4.089 -0.012 -4.361  0.118
H 3.275 2.237 -3.706  0.121
H 2.103 2.558 -1.598  0.105
H 3.699 2.381 0.030  0.122
H 3.823 4.641 0.935  0.116
H 2.022 5.511 2.406  0.114
H 0.250 3.983 3.146  0.098
H -1.899 0.495 3.936  0.091
H -1.385 3.482 4.275  0.071
H -0.827 2.256 5.420  0.065
H -2.540 2.477 5.114  0.093
H -2.339 2.802 2.009  0.071
H -3.590 1.941 2.905  0.097
H -2.659 1.107 1.650  0.064
H 1.103 1.968 4.531  0.096
H 1.100 -0.960 5.309  0.075
H -0.416 -0.074 5.411  0.068
H 0.994 0.473 6.298  0.093
H 2.711 -0.328 3.350  0.044
H 3.179 0.549 4.794  0.094
H 3.068 1.403 3.257  0.077
O -1.010 -0.339 -0.311  -0.450
Si -1.728 0.599 -1.443  0.514
C -1.958 2.410 -0.924  -0.223
C -3.188 2.936 -0.511  -0.128
C -3.345 4.275 -0.185  -0.082
C -2.256 5.133 -0.231  -0.079
C -1.016 4.638 -0.609  -0.077
C -0.885 3.302 -0.959  -0.120
C -3.383 -0.134 -1.900  -0.209
C -3.619 -1.507 -1.845  -0.092
C -4.811 -2.069 -2.271  -0.081
C -5.820 -1.259 -2.776  -0.080
C -5.606 0.108 -2.860  -0.076
C -4.409 0.656 -2.425  -0.100
C -0.698 0.725 -3.038  -0.196
C -0.623 1.902 -3.787  -0.093
C -0.029 1.944 -5.039  -0.079
C 0.504 0.795 -5.598  -0.085
C 0.428 -0.397 -4.892  -0.085
C -0.164 -0.421 -3.638  -0.093
H -4.052 2.288 -0.438  0.098
H -4.315 4.646 0.120  0.108
H -2.375 6.180 0.017  0.105
H -0.157 5.295 -0.648  0.105
H 0.092 2.949 -1.256  0.077
H -2.865 -2.172 -1.450  0.070
H -4.954 -3.140 -2.206  0.102
H -6.756 -1.690 -3.105  0.104
H -6.370 0.754 -3.272  0.106
H -4.270 1.723 -2.549  0.097
H -1.069 2.813 -3.407  0.096
H 0.003 2.877 -5.587  0.106
H 0.958 0.822 -6.581  0.105
H 0.816 -1.309 -5.329  0.103
H -0.223 -1.368 -3.129  0.057
C 0.818 -1.967 2.520  -0.237
C -0.445 -2.631 2.142  -0.337
C -1.691 -1.994 2.222  -0.066
C -2.852 -2.659 1.848  -0.046
C -2.795 -3.980 1.446  -0.056
C -1.569 -4.646 1.399  -0.073
C -0.411 -3.974 1.713  -0.060
H 1.663 -2.647 2.494  0.056
H 0.814 -1.455 3.472  0.016
H -1.756 -0.979 2.578  0.054
H -3.804 -2.148 1.898  0.118
H -3.703 -4.504 1.180  0.115
H -1.527 -5.684 1.097  0.117
H 0.542 -4.489 1.671  0.116

Record 3
Computed, not measured: a cluster of 2 separate species, C3H6F2OS in total, with the ωB97M-V functional and the def2-TZVPD basis.

Output
ΔE to the lowest compared entry with this formula, charge and spin = 234.51 kJ/mol
Orbital gap = 10.6590 eV

Last column: Löwdin charge in e.
CARTESIAN COORDINATES (ANGSTROEM)
C 2.487 0.558 -0.720  -0.175
C -2.950 -0.311 0.442  -0.017
C 1.184 0.429 -0.032  -0.730
O 2.459 -1.885 0.529  -0.496
F 0.979 0.618 1.276  0.101
F 0.085 0.911 -0.665  0.065
S 1.845 -1.159 -0.565  1.000
H 3.337 0.546 0.015  0.117
H 2.556 1.284 -1.560  0.116
H -2.222 0.290 -0.033  -0.010
H -2.677 -1.221 0.875  0.017
H -3.462 -0.532 -0.389  -0.034
H -3.620 0.472 0.827  0.046

Record 4
Computed, not measured: the molecule C5H9NO, with the ωB97M-V functional and the def2-TZVPD basis.

Output
ΔE to the lowest compared entry with this formula, charge and spin = 339.14 kJ/mol
Orbital gap = 9.1131 eV
SMILES = C[C@H]1CC/C1=[NH+]\[O-]

Last column: Löwdin charge in e.
CARTESIAN COORDINATES (ANGSTROEM)
C -0.346 1.364 -1.287  -0.065
C -0.606 0.110 -0.458  -0.295
C 0.189 -1.174 -0.859  -0.119
C 0.837 -1.253 0.556  -0.081
C 0.065 -0.019 0.887  -0.213
N -0.134 0.589 2.009  -0.120
O 0.392 0.337 3.131  -0.111
H -0.828 1.275 -2.267  0.079
H 0.726 1.520 -1.448  0.083
H -0.748 2.260 -0.799  0.074
H -1.688 -0.067 -0.395  0.140
H -0.439 -2.029 -1.121  0.106
H 0.906 -1.000 -1.666  0.108
H 1.928 -1.159 0.586  0.118
H 0.555 -2.122 1.161  0.120
H -0.810 1.367 1.973  0.177

Record 5
Computed, not measured: the ion C2H2N3O2 with charge -1, with the ωB97M-V functional and the def2-TZVPD basis.

Output
ΔE to the lowest compared entry with this formula, charge and spin = 439.37 kJ/mol
Net charge = -1
Orbital gap (spin up / spin down) = 6.5350 / 6.5369 eV
SMILES = [O-]Nc1cnno1

Last column: Löwdin charge in e.
CARTESIAN COORDINATES (ANGSTROEM)
C 0.621 -0.045 0.980  -0.154
C -0.114 -0.092 -0.268  -0.252
N -0.097 -0.685 1.857  -0.072
N -1.178 -1.213 1.333  -0.060
N 0.119 0.471 -1.585  -0.236
O 1.173 1.220 -1.769  -0.352
O -1.197 -0.880 -0.044  -0.064
H 1.497 0.477 1.361  0.085
H -0.826 0.747 -1.864  0.104

Record 6
Computed, not measured: a structure of composition CH2F3K4O4S, with the ωB97M-V functional and the def2-TZVPD basis.

Output
Net charge = +3
Orbital gap = 9.6435 eV

Last column: Löwdin charge in e.
CARTESIAN COORDINATES (ANGSTROEM)
K 6.701 8.364 -9.904  0.994
K 3.070 15.443 -8.702  0.968
K -0.819 10.185 -8.405  0.973
K 4.475 14.514 -12.139  0.979
C 3.005 10.363 -10.442  -0.662
F 4.264 9.922 -10.626  0.080
F 2.501 10.722 -11.609  0.169
F 2.304 9.348 -9.951  0.152
S 2.882 11.786 -9.277  0.470
O 3.428 12.908 -10.063  -0.483
O 1.447 11.869 -9.041  -0.374
O 3.633 11.442 -8.133  -0.235
O -0.493 12.409 -11.236  -0.050
H -0.344 13.193 -11.775  0.045
H 0.189 12.433 -10.549  -0.027

What did the first record say?
Computed, not measured: a cluster of 2 separate species, C2H5NO3 in total, with the ωB97M-V functional and the def2-TZVPD basis.

Output
ΔE to the lowest compared entry with this formula, charge and spin = 208.71 kJ/mol
Orbital gap = 10.4271 eV
SMILES = NC=O.O=CO

Last column: Löwdin charge in e.
CARTESIAN COORDINATES (ANGSTROEM)
C 1.568 -0.032 -0.011  -0.351
N 1.377 -0.396 -1.331  0.052
O 1.289 -0.636 1.047  0.005
H 2.370 0.818 0.211  0.144
H 2.044 -0.835 -1.922  0.082
H 0.716 0.132 -1.894  0.072
O -1.019 0.587 -0.889  0.042
C -1.718 0.632 0.104  -0.319
O -1.607 -0.248 1.143  0.030
H -2.414 1.498 0.361  0.154
H -0.758 -0.063 1.587  0.091

> What is the formula in the second record?

C49H58NOP2RuSi